217
Properties=species:S:1:pos:R:3:forces:R:3:lowdin_charge:R:1 method="wB97M-V/def2-TZVPD" e_homo_ev=-8.19 gap_ev=5.9 lumo_ev=-2.31 total_charge=+1 largest_force_ha_per_bohr=0.0477
C -6.753451 5.817514 6.135509 1.05 0.31 -0.60 -0.472
O -6.590919 5.845763 7.545464 -0.90 0.11 -0.35 -0.073
O -5.630738 5.507382 5.481291 0.10 -1.11 -0.83 -0.183
C -7.995976 4.963882 5.768836 0.51 0.14 1.19 -0.538
F -8.971570 5.236370 6.661035 -0.44 -0.12 -0.45 0.126
F -8.475110 5.226943 4.538098 -0.09 0.04 -0.12 0.118
F -7.794286 3.629354 5.815712 -0.11 0.06 0.02 0.092
C -6.441318 4.620553 8.225120 1.07 0.11 0.78 -0.278
C -6.099476 5.027807 9.649411 -0.09 -0.45 0.48 -0.064
H -5.926202 4.164325 10.296232 0.00 -0.10 -0.17 0.058
H -5.171682 5.598364 9.643823 -0.10 0.17 -0.02 0.082
H -6.885799 5.606204 10.134772 -0.03 0.17 -0.23 0.077
H -5.566288 4.060553 7.872390 -0.15 0.01 -0.41 0.096
H -7.295922 3.938726 8.171253 -0.22 0.30 -0.02 0.102
H -7.079959 6.832897 5.843004 -0.19 0.11 0.46 0.153
C -11.538293 -3.363201 4.213521 1.43 -1.89 -0.63 -0.521
O -10.786933 -2.259468 3.621935 -0.81 0.65 -0.04 -0.115
O -11.119115 -3.558249 5.432735 -0.57 1.41 0.94 -0.144
C -13.047453 -3.240544 3.948813 -0.47 0.30 0.04 -0.551
F -13.545556 -2.013727 4.257381 -0.11 -0.10 0.13 0.112
F -13.375438 -3.451440 2.653047 0.23 0.10 -0.06 0.117
F -13.730127 -4.163838 4.630231 0.06 0.24 0.31 0.155
C -11.009456 -1.970302 2.260033 0.87 -0.35 -0.79 -0.287
C -9.939582 -0.997076 1.779171 -0.30 -0.37 0.20 -0.067
H -10.024596 -0.027599 2.273113 0.00 0.08 -0.14 0.070
H -8.952002 -1.406417 1.992351 0.02 0.01 -0.01 0.045
H -10.054400 -0.915029 0.696258 0.13 0.34 0.01 0.074
H -11.998651 -1.599446 1.978491 -0.11 0.10 0.53 0.118
H -10.865910 -2.889309 1.669615 -0.17 -0.09 0.10 0.116
H -11.312401 -4.278615 3.608964 0.05 0.21 -0.53 0.143
C -2.161371 -2.856748 -1.033891 0.18 -2.17 -0.51 -0.510
O -2.890261 -2.187355 0.031726 -0.11 0.41 0.28 -0.137
O -2.910137 -3.011429 -2.101560 -0.96 1.14 -0.04 -0.162
C -0.786409 -2.167697 -1.270348 -0.88 0.35 -0.30 -0.553
F -0.984565 -0.867749 -1.608040 0.26 0.30 0.08 0.110
F 0.014467 -2.186662 -0.184907 -0.01 0.14 0.08 0.122
F -0.099680 -2.731998 -2.257636 -0.08 -0.11 -0.06 0.165
C -2.470881 -2.454208 1.362575 0.25 -0.04 0.40 -0.258
C -3.383438 -1.731857 2.328963 -0.17 1.18 -0.44 -0.054
H -3.378665 -2.088260 3.356229 -0.02 -0.42 -0.11 0.079
H -3.115776 -0.671225 2.411879 0.05 -0.02 -0.10 0.057
H -4.382309 -1.712926 1.888141 -0.16 -0.27 0.43 0.038
H -1.448319 -2.098621 1.485278 0.07 -0.32 0.23 0.112
H -2.531651 -3.523073 1.602173 0.28 -0.10 -0.36 0.120
H -1.870068 -3.885272 -0.706447 0.21 0.26 0.90 0.152
C -4.963700 1.444827 9.137095 -0.37 0.37 -0.39 -0.063
C -5.678427 0.326532 8.381775 0.92 -0.40 -0.53 -0.661
C -6.618304 0.872285 7.303910 -0.44 0.46 0.46 -0.083
O -4.786002 -0.539316 7.784154 -0.81 -0.65 -0.28 -0.304
H -4.236611 1.047801 9.842611 -0.23 -0.11 0.18 0.079
H -5.730955 2.064554 9.612665 0.30 0.08 0.34 0.058
H -4.403941 2.088203 8.453500 0.00 -0.02 -0.03 0.044
H -6.325485 -0.150865 9.150169 -0.01 -0.16 -0.06 0.098
H -7.384331 1.544319 7.713644 -0.04 -0.02 -0.04 0.059
H -7.126612 0.030039 6.823417 -0.11 0.11 -0.08 0.040
H -6.090174 1.436891 6.534559 0.16 -0.10 -0.01 0.049
C -7.081134 1.704228 3.773901 -0.70 0.35 -0.84 -0.050
C -6.000943 1.252890 2.807666 0.62 -1.15 0.66 -0.610
C -6.492433 0.191044 1.827572 -0.36 0.49 -0.24 -0.061
O -5.315359 2.264555 2.169867 -0.23 1.05 -0.63 -0.278
H -7.914373 2.180523 3.229707 0.09 0.04 -0.07 0.071
H -6.727177 2.457335 4.468852 0.15 -0.25 0.16 0.050
H -7.544284 0.857092 4.288044 0.25 0.05 0.25 0.070
H -5.300215 0.673807 3.458398 0.16 0.13 0.00 0.119
H -7.338017 0.574807 1.239770 0.14 0.02 -0.15 0.067
H -6.854111 -0.718590 2.308497 0.19 -0.03 0.06 0.045
H -5.642402 -0.015414 1.172574 -0.17 -0.28 -0.12 0.050
C -11.072446 3.003272 8.038256 -0.12 -0.22 0.10 -0.067
O -11.327810 1.900782 7.181049 -0.20 0.08 -0.32 -0.211
C -10.189043 1.456286 6.468784 -0.97 -0.67 0.70 -0.186
C -10.521005 0.160548 5.743918 0.14 0.08 0.51 -0.084
N -11.120312 -0.920854 6.589297 -0.34 -0.33 -1.18 0.076
H -11.083489 -1.764037 5.968488 0.12 -0.92 0.14 0.106
H -10.602777 -1.216282 7.421866 0.08 0.51 0.12 0.146
C -12.568825 -0.757325 6.905859 0.23 0.90 1.05 -0.083
C -12.989482 -1.830937 7.893378 -0.60 0.14 0.17 -0.178
O -11.948703 -2.039506 8.830148 0.29 0.13 -0.19 -0.216
C -12.199970 -3.131794 9.674910 0.44 -1.29 0.11 -0.102
H -10.624360 3.846334 7.513447 0.09 -0.06 -0.06 0.074
H -10.429951 2.682373 8.864734 0.09 0.16 0.00 0.095
H -12.038879 3.307887 8.433919 0.03 0.01 0.06 0.093
H -9.420174 1.188512 7.201873 0.41 0.51 -0.25 0.108
H -9.902421 2.217486 5.740200 0.53 -0.10 0.09 0.126
H -9.566124 -0.239717 5.399519 -0.14 -0.04 -0.37 0.115
H -11.225871 0.266498 4.922283 0.17 0.15 -0.14 0.135
H -13.157468 -0.737701 5.994402 0.16 -0.38 -0.04 0.124
H -12.673510 0.224534 7.356800 0.07 -0.02 0.08 0.117
H -13.283489 -2.738342 7.357163 0.27 -0.21 0.22 0.128
H -13.831521 -1.458911 8.487741 -0.33 -0.06 -0.45 0.137
H -13.050826 -3.044449 10.355900 -0.15 0.45 -0.24 0.097
H -11.322071 -3.334167 10.290626 0.08 0.42 0.00 0.084
H -12.318165 -4.048167 9.083121 -0.26 0.10 -0.07 0.101
C -0.627055 1.135716 4.568607 0.84 0.33 -0.51 -0.106
O -1.241048 2.211982 5.232849 -0.72 -0.35 -0.56 -0.182
C -2.421475 1.801504 5.910547 0.44 0.27 1.10 -0.182
C -3.478137 2.882711 6.005369 0.65 -0.40 -0.81 -0.087
N -3.938777 3.433243 4.682494 0.35 -0.69 0.52 0.063
H -4.517811 2.760138 4.168396 0.00 0.02 -0.04 0.118
H -4.571925 4.195854 5.017548 -0.83 0.68 -0.32 0.094
C -2.943666 3.973352 3.700353 -1.65 1.11 -0.05 -0.087
C -2.334339 5.279456 4.267698 0.45 -0.82 -0.81 -0.170
O -0.937622 5.218855 4.321254 0.26 -0.02 0.76 -0.168
C -0.243235 5.526367 3.144561 -0.46 0.58 -0.75 -0.102
H -1.310125 0.597301 3.900015 -0.17 -0.13 0.27 0.069
H -0.105791 0.450484 5.243758 -0.34 -0.14 0.13 0.097
H 0.150978 1.553979 3.922419 -0.04 0.12 0.09 0.091
H -2.098272 1.602909 6.938282 -0.46 -0.29 0.11 0.140
H -2.885888 0.877387 5.549856 0.26 0.00 -0.37 0.124
H -3.170351 3.736014 6.604528 0.00 -0.06 0.09 0.139
H -4.337000 2.381541 6.438583 -0.16 0.31 0.23 0.089
H -3.621976 4.264893 2.894681 0.20 -0.17 -0.21 0.089
H -2.300469 3.212180 3.283382 0.41 0.07 0.51 0.104
H -2.743164 5.424558 5.265668 0.23 0.31 0.06 0.124
H -2.654926 6.105166 3.623363 -0.05 0.13 0.20 0.124
H 0.620811 4.875135 3.034320 0.03 -0.01 0.13 0.091
H 0.068070 6.577975 3.123702 0.22 -0.07 0.28 0.091
H -0.872879 5.433688 2.247247 -0.01 -0.38 0.09 0.079
C -0.417112 3.145791 0.025997 1.03 0.18 0.09 -0.085
O -1.559538 2.961572 0.844500 -0.03 -0.15 -0.54 -0.195
C -1.965913 1.607169 0.920552 -0.59 -0.02 0.77 -0.206
C -2.858875 1.228315 -0.239918 1.19 0.85 -0.71 -0.097
N -4.009850 2.183550 -0.285914 -0.61 -0.55 0.24 0.069
H -4.422845 2.175873 0.679062 -0.60 0.18 0.83 0.098
H -3.687370 3.131803 -0.471469 0.36 -0.10 0.06 0.175
C -5.130218 1.832533 -1.214598 0.27 -0.59 0.39 -0.106
C -4.803665 2.176240 -2.665559 -0.12 0.22 0.48 -0.205
O -3.562495 1.652764 -3.050328 -0.41 -0.13 -0.54 -0.192
C -3.638060 0.283636 -3.481586 0.28 0.44 0.27 -0.053
H -0.304867 2.426664 -0.789844 -0.41 -0.06 0.00 0.093
H 0.494591 3.055599 0.627555 -0.09 -0.07 0.09 0.094
H -0.397892 4.149342 -0.396777 -0.33 0.02 0.04 0.092
H -2.540059 1.543485 1.851669 -0.01 -0.10 -0.02 0.102
H -1.137998 0.897260 1.004536 0.14 0.13 -0.16 0.140
H -3.124003 0.171437 -0.206768 -0.53 0.11 0.03 0.122
H -2.321040 1.425280 -1.163284 0.09 -0.43 -0.07 0.113
H -6.032350 2.297851 -0.815065 0.05 0.31 -0.27 0.102
H -5.275933 0.764012 -1.043435 0.00 -0.05 -0.30 0.113
H -4.742231 3.264513 -2.759187 0.03 0.01 -0.08 0.134
H -5.628978 1.840130 -3.301928 0.03 -0.05 -0.08 0.129
H -4.164958 0.170745 -4.431834 -0.10 0.22 0.01 0.097
H -4.130414 -0.311051 -2.709221 0.22 -0.30 -0.05 0.068
H -2.604679 -0.020801 -3.611058 -0.09 -0.34 0.11 0.097
C -9.731363 -3.921097 -1.729901 -1.03 0.04 0.36 -0.109
O -8.437537 -3.454339 -2.003163 0.09 -0.01 -0.73 -0.192
C -7.546779 -4.526536 -2.272731 -0.31 -0.10 0.95 -0.211
C -6.170743 -3.976691 -2.548519 -0.01 -0.76 0.94 -0.066
N -5.775136 -2.948149 -1.520639 0.50 -0.40 -0.29 0.070
H -4.735331 -2.955875 -1.571895 1.14 0.47 -0.55 0.099
H -6.083337 -2.031699 -1.830567 -0.25 0.03 0.34 0.164
C -6.046750 -3.227952 -0.062670 0.27 -0.05 -0.78 -0.070
C -5.182129 -4.377131 0.420548 0.14 -0.44 -0.15 -0.185
O -5.732703 -5.617234 0.031234 -0.45 -0.13 -0.12 -0.193
C -5.646374 -6.637763 1.000348 0.50 0.14 1.00 -0.080
H -10.376088 -3.083819 -1.461060 0.29 0.18 0.08 0.086
H -9.749075 -4.623753 -0.888288 0.17 -0.05 -0.02 0.094
H -10.243926 -4.395290 -2.573490 0.44 -0.13 -0.21 0.096
H -7.904105 -5.236095 -3.025007 0.05 0.45 -0.46 0.142
H -7.492458 -5.138453 -1.363539 0.13 0.01 -0.01 0.110
H -6.011439 -3.566584 -3.539955 0.02 0.13 0.04 0.143
H -5.478698 -4.792598 -2.338272 0.13 -0.03 -0.56 0.137
H -7.113843 -3.415320 0.012223 0.00 0.18 0.50 0.125
H -5.677594 -2.341094 0.447357 -0.47 0.15 0.08 0.096
H -5.080515 -4.317679 1.510227 -0.16 0.04 0.02 0.126
H -4.177106 -4.290813 -0.004772 0.02 0.16 0.06 0.122
H -4.629123 -7.024472 1.132505 0.01 -0.06 -0.41 0.098
H -6.325496 -7.453972 0.772397 -0.01 0.09 -0.30 0.098
H -5.903322 -6.235155 1.988289 -0.22 -0.05 -0.07 0.067
C -7.976069 -5.063025 3.447928 -0.46 0.29 -0.77 -0.076
O -7.053669 -4.339471 4.231581 0.21 -0.10 -0.31 -0.190
C -7.010248 -2.949069 4.004767 0.85 -0.59 0.62 -0.212
C -6.103619 -2.356762 5.076548 -0.72 0.97 -0.44 -0.078
N -6.551465 -2.624323 6.481460 0.23 0.32 0.44 0.087
H -5.860492 -3.243956 6.904598 -0.22 -0.21 0.05 0.181
H -6.390814 -1.769293 7.061873 0.62 0.48 -0.05 0.112
C -7.946197 -3.147343 6.687018 0.36 0.19 -0.42 -0.085
C -8.377150 -2.966869 8.110081 0.25 -1.10 0.87 -0.213
O -8.283286 -1.618960 8.471614 -0.56 0.19 -0.51 -0.209
C -8.749905 -1.360192 9.790581 0.38 0.69 -0.22 -0.063
H -7.807200 -5.016513 2.358235 0.60 0.16 0.13 0.078
H -8.991725 -4.656561 3.530573 -0.04 -0.29 0.61 0.084
H -7.875706 -6.105173 3.734770 -0.35 0.01 0.17 0.102
H -8.007818 -2.499340 4.039221 -0.06 -0.05 -0.21 0.113
H -6.499933 -2.725506 3.058347 -0.32 0.03 -0.17 0.104
H -6.146272 -1.276600 4.904350 0.17 0.05 0.37 0.116
H -5.060036 -2.636765 4.985610 -0.05 -0.28 0.00 0.127
H -7.887946 -4.174968 6.351378 -0.54 -0.16 0.24 0.136
H -8.633613 -2.613645 6.031513 0.09 0.00 -0.09 0.110
H -7.756577 -3.580742 8.785943 0.21 0.15 -0.07 0.140
H -9.373728 -3.411289 8.243540 -0.20 0.38 -0.28 0.133
H -9.833688 -1.463372 9.842269 0.01 -0.54 0.23 0.071
H -8.549463 -0.308822 9.999232 0.20 -0.03 -0.10 0.091
H -8.158203 -1.948747 10.493486 -0.40 -0.19 0.21 0.105
C -8.209558 8.660462 2.330504 0.01 -0.10 -0.43 -0.081
O -7.728643 7.348210 2.563425 -0.19 0.08 0.05 -0.216
C -6.439626 7.137175 2.031621 -0.59 -0.67 0.86 -0.197
C -6.087535 5.677752 2.242787 -0.16 0.10 0.03 -0.092
N -6.780066 4.722242 1.304506 0.24 -0.06 0.76 0.069
H -6.499639 4.842913 0.333511 -0.08 0.05 -0.03 0.162
H -6.448312 3.788247 1.610264 0.50 -0.70 0.01 0.116
C -8.280433 4.741963 1.384876 0.57 -0.50 -0.63 -0.073
C -8.805931 3.579896 0.564782 0.59 0.22 -0.08 -0.189
O -8.165109 3.624700 -0.702812 -0.38 0.14 -0.26 -0.204
C -8.638159 2.589373 -1.543482 -0.06 -0.42 -0.19 -0.097
H -9.116206 8.820144 2.906642 0.07 -0.14 0.18 0.095
H -8.470641 8.759750 1.269396 0.08 0.21 -0.01 0.090
H -7.462600 9.412413 2.595353 -0.02 0.03 0.05 0.095
H -5.719026 7.681217 2.651830 0.16 0.33 -0.48 0.142
H -6.423477 7.403915 0.966354 0.33 0.22 0.03 0.135
H -6.337819 5.328374 3.249148 0.04 0.38 0.10 0.110
H -5.005371 5.582766 2.157922 -0.07 -0.33 -0.38 0.117
H -8.539450 5.705443 0.961274 -0.61 0.02 0.39 0.136
H -8.561332 4.562372 2.419868 -0.03 0.65 0.03 0.123
H -9.890561 3.662940 0.464240 -0.03 -0.08 0.01 0.140
H -8.538381 2.641033 1.066719 -0.20 -0.06 -0.01 0.110
H -8.362285 2.754121 -2.584223 0.34 0.29 0.15 0.094
H -9.729237 2.515559 -1.548109 0.00 0.05 0.26 0.097
H -8.211850 1.635006 -1.211748 -0.18 -0.10 -0.05 0.081